DFT (wB97M-V/def2-TZVPD) results for a 6-piece molecular cluster, C21H18Cl6O12 overall.

Geometry (Å):
C  2.08275  -1.64112  -6.77058
C  1.12407  -1.47157  -5.82839
C  -0.24973  -2.01136  -5.90049
O  -1.17252  -1.79509  -5.08657
C  -0.44269  -2.88614  -7.08817
C  0.46631  -2.96506  -8.07125
C  1.87460  -2.43090  -7.93155
O  2.82094  -2.67907  -8.70422
O  0.26665  -3.52198  -9.25160
O  1.32749  -0.69555  -4.69205
H  3.06835  -1.22750  -6.61596
H  -1.42461  -3.31407  -7.22633
H  0.98817  -3.25326  -9.82500
H  0.47765  -0.74031  -4.24779
C  4.24444  -0.33805  4.38860
C  4.17352  -1.04323  3.22633
C  3.14369  -0.91644  2.11574
O  3.06511  -1.51504  1.05858
C  2.05296  -0.05043  2.53289
C  2.13264  0.58862  3.70731
C  3.15486  0.53295  4.75020
O  3.12942  1.06192  5.88419
O  1.08760  1.41674  4.02478
O  5.07908  -1.95777  2.95176
H  5.05876  -0.53707  5.06954
H  1.24110  0.15561  1.85111
H  1.32627  1.91577  4.80939
H  5.06379  -1.99763  1.99270
C  -3.92174  2.25818  3.08034
C  -4.99716  1.51430  3.42194
C  -5.00311  0.07813  3.82485
O  -6.06683  -0.53527  4.06651
C  -3.64700  -0.47620  3.80177
C  -2.52703  0.21615  3.45937
C  -2.60878  1.63063  3.00651
O  -1.70863  2.29088  2.52068
O  -1.26564  -0.26727  3.73698
O  -6.28789  2.03417  3.26038
H  -3.96192  3.29473  2.77974
H  -3.47304  -1.42975  4.27809
H  -0.59988  0.36899  3.46579
H  -6.92951  1.32129  3.21891
C  -3.67607  -1.46762  -0.44432
Cl  -4.77461  -1.29715  0.86623
Cl  -3.35205  0.08839  -1.19941
H  -2.70347  -1.68528  -0.00297
H  -3.87171  -2.24665  -1.18116
C  -0.50511  1.63760  -0.57494
Cl  -0.15802  0.75420  -2.08762
Cl  -1.25840  3.23607  -0.85558
H  -1.06194  1.06230  0.16470
H  0.41959  1.85473  -0.04025
C  3.85031  3.74740  1.19107
Cl  2.14510  3.23495  1.56291
Cl  4.21665  5.49115  1.50919
H  4.44005  3.13581  1.87390
H  4.12722  3.47204  0.17343

Forces on the atoms, in the same order (eV/Å):
-0.22 0.82 1.99
1.04 1.98 1.68
-2.07 -1.81 -0.84
2.60 0.09 -1.21
-0.54 0.54 0.44
0.92 0.12 -0.51
1.61 -0.32 -0.54
-2.64 0.15 0.76
-1.07 -0.41 -0.04
0.35 -1.16 -1.89
0.01 0.10 0.02
-0.07 -0.01 -0.02
0.62 -0.23 -0.32
-0.54 0.08 0.47
-0.31 -0.77 -1.15
0.83 0.15 0.18
-2.24 0.55 0.61
1.59 0.00 0.87
0.52 0.48 0.47
-2.83 1.67 -0.20
2.46 -0.73 2.64
-1.21 -0.26 -2.87
-0.04 -0.58 -0.55
0.76 -0.11 -0.06
-0.04 0.09 0.08
-0.03 -0.04 -0.06
0.12 0.21 0.64
0.26 -0.92 -0.68
0.33 -0.12 0.33
-5.55 0.66 -0.63
-1.69 -1.25 -0.14
3.32 1.88 -0.68
-0.30 -1.31 1.21
3.78 0.25 0.98
0.25 1.54 -1.31
0.11 -1.37 0.72
-4.23 -0.03 -0.72
4.05 -0.04 0.17
-0.24 0.09 -0.02
-0.22 -0.41 -0.21
0.89 1.03 -0.12
-0.39 -0.76 0.42
2.36 0.13 -0.39
-1.17 -0.31 0.75
-0.49 0.27 -0.50
-0.20 -0.44 0.03
-0.70 0.28 0.19
0.77 0.51 0.49
-0.18 0.38 0.85
-0.04 -0.70 0.06
-0.58 -0.11 -0.75
0.25 0.03 -0.62
0.20 -0.05 0.62
0.71 0.67 -0.40
-0.49 -1.26 -0.28
0.05 0.39 -0.03
-0.44 0.37 0.05

Output
- frontier orbital gap (spin up / spin down) (eV) = 4.4556 / 2.0979
- charge = +1
- spin multiplicity = 2
- DFT total energy (Eh) = -4474.59569
- <S²> = 0.767